a.
This record from OMol25 describes a molecular structure, C27H28NOPS2SeSr. The level of theory is ωB97M-V/def2-TZVPD.

## Properties
Kohn-Sham gap = 6.53 eV

CARTESIAN COORDINATES (ANGSTROEM)
1 H -2.007 1.889 -0.289
2 H 0.703 -2.299 -4.021
3 C -1.511 5.255 -3.623
4 C 0.863 4.486 -3.852
5 H -2.271 -3.646 5.774
6 H -0.803 3.431 3.045
7 C -1.479 0.233 2.164
8 H 1.136 3.649 -4.497
9 H -4.713 5.726 -4.001
10 C -1.189 -2.951 4.064
11 C -2.186 3.072 -2.060
12 H 5.054 -0.607 -1.610
13 C 0.032 -2.959 3.383
14 C 4.579 -1.340 -4.866
15 C -0.874 3.206 -2.531
16 Se 0.457 1.879 -2.150
17 H -2.405 0.958 -1.749
18 P 0.149 -2.040 1.846
19 O 0.638 -1.465 -2.126
20 C 2.573 -1.313 -3.576
21 C -0.248 -4.371 5.753
22 H -2.279 -0.395 1.784
23 C 3.207 -1.502 -4.798
24 C -3.857 6.175 -3.495
25 H -2.665 2.026 2.233
26 H -4.230 6.663 -2.592
27 C 0.594 1.799 3.130
28 C -0.243 -0.340 2.383
29 H -3.646 1.946 -0.949
30 Sr 0.047 -0.105 -0.111
31 C 0.793 0.451 2.876
32 H -1.242 6.109 -4.236
33 C -1.695 1.584 2.416
34 H 6.344 -0.872 -3.718
35 C -3.133 4.038 -2.382
36 H 0.617 -0.528 -3.886
37 H -0.357 -4.925 6.676
38 H -2.028 -2.404 3.649
39 H 2.630 -1.764 -5.676
40 C -0.532 4.313 -3.326
41 H 1.409 2.400 3.508
42 H 0.953 5.414 -4.417
43 H 5.101 -1.474 -5.805
44 H 1.581 4.495 -3.030
45 C 4.552 -0.858 -2.538
46 H 1.796 -4.948 5.475
47 C 0.961 -4.385 5.079
48 C -2.590 1.897 -1.216
49 C -0.651 2.373 2.879
50 N 3.231 -1.004 -2.463
51 H 2.046 -3.673 3.357
52 H 1.008 -2.216 -1.640
53 S -1.265 -2.576 0.602
54 H -4.149 3.924 -2.015
55 C -1.326 -3.652 5.247
56 C 5.271 -1.008 -3.712
57 H -3.448 6.946 -4.147
58 C 1.068 -1.430 -3.468
59 C -2.815 5.139 -3.162
60 H 1.757 -0.007 3.058
61 C 1.106 -3.676 3.893
62 S 1.936 -1.973 1.079



b.
This record from OMol25 describes a molecular structure, C27H28NOPS2SeSr. The level of theory is ωB97M-V/def2-TZVPD.

## Properties
Kohn-Sham gap = 7.02 eV

CARTESIAN COORDINATES (ANGSTROEM)
1 H -0.158 3.533 2.814
2 P -0.115 -2.160 1.821
3 C -0.497 4.205 -3.457
4 Sr 0.074 -0.280 -0.575
5 C -1.997 2.829 -2.167
6 C -1.450 -3.548 5.389
7 C -0.736 3.006 -2.763
8 H 0.831 -2.512 -4.351
9 C 0.961 -1.667 -3.671
10 H 1.912 -0.222 2.719
11 H -2.262 2.368 2.212
12 C -0.349 -4.235 5.881
13 S 1.704 -2.414 0.877
14 C -1.343 1.810 2.335
15 C -1.347 0.437 2.124
16 C 0.825 4.468 -4.120
17 H 1.039 3.715 -4.881
18 O 0.386 -1.951 -2.407
19 H -4.087 6.435 -2.076
20 C -1.383 -2.928 4.150
21 H 4.369 -0.285 -1.134
22 C 1.001 0.356 2.620
23 H -3.362 1.578 -1.066
24 H 1.675 -4.849 5.523
25 C 0.821 -4.306 5.139
26 H -2.246 -2.409 3.753
27 H 5.205 -0.655 -5.319
28 H -2.364 -3.499 5.966
29 Se 0.656 1.690 -2.714
30 H 5.976 -0.064 -3.011
31 H 1.809 -3.734 3.312
32 H 1.644 4.410 -3.401
33 C -2.322 1.588 -1.392
34 C -0.172 -0.297 2.258
35 H 1.924 2.226 3.104
36 C 3.238 -1.178 -4.644
37 H 0.742 -2.761 -2.020
38 H -1.717 1.552 -0.480
39 C 4.074 -0.533 -2.148
40 C -0.204 -2.996 3.414
41 H 0.416 -0.808 -4.064
42 H 0.833 5.453 -4.588
43 C 4.537 -0.741 -4.472
44 H -4.722 5.653 -3.518
45 C 1.003 1.728 2.829
46 C -1.498 5.170 -3.540
47 H -3.478 6.894 -3.666
48 S -1.708 -2.482 0.606
49 H 2.859 -1.441 -5.624
50 H -3.939 3.643 -1.812
51 C 4.969 -0.411 -3.194
52 H -0.406 -4.720 6.847
53 C -2.972 3.811 -2.278
54 C 2.412 -1.269 -3.528
55 C -3.814 6.052 -3.062
56 C 0.902 -3.686 3.900
57 C -2.744 4.998 -2.962
58 H -2.153 0.687 -1.995
59 N 2.816 -0.949 -2.304
60 H -2.258 -0.079 1.837
61 H -1.287 6.086 -4.082
62 C -0.165 2.460 2.675



Most stable: b (next structure +21.1 kcal/mol)



a.
This record from OMol25 describes C7H9N3O3S2 in the gas phase. The level of theory is ωB97M-V/def2-TZVPD.

## Properties
Kohn-Sham gap = 8.22 eV

CARTESIAN COORDINATES (ANGSTROEM)
1 H 0.534 0.710 -3.040
2 S -0.296 -1.592 -0.231
3 H -3.729 0.986 1.065
4 H -4.681 0.536 -0.354
5 S 1.697 0.307 1.049
6 O -1.747 1.524 -2.042
7 N -0.517 -0.176 -1.288
8 H 2.425 -1.001 2.956
9 C 1.720 -0.530 -1.804
10 H -3.639 1.936 -0.379
11 N 4.027 -1.566 -1.938
12 H 0.591 -0.593 3.049
13 O 2.946 0.814 0.566
14 H -2.178 -0.614 0.260
15 C 1.347 -1.247 0.216
16 C -3.732 0.937 0.004
17 C -1.683 0.617 -1.259
18 C 1.673 -0.146 2.794
19 H 2.014 -2.087 0.373
20 C 0.573 0.074 -2.097
21 H 1.662 0.830 3.471
22 O 0.512 1.119 0.919
23 C 2.998 -1.031 -1.953
24 N -2.517 0.195 -0.339



b.
This record from OMol25 describes C7H9N3O3S2 in the gas phase. The level of theory is ωB97M-V/def2-TZVPD.

## Properties
Kohn-Sham gap (alpha / beta) = 6.86 / 6.97 eV

CARTESIAN COORDINATES (ANGSTROEM)
1 H -0.295 -0.945 1.985
2 N -0.273 0.525 0.640
3 H 2.146 0.828 -2.054
4 H 1.039 -0.715 -2.056
5 S -2.375 1.104 -1.064
6 C 0.392 1.447 -0.210
7 H 0.733 -2.257 0.247
8 O 3.462 -1.914 -0.947
9 O 1.884 3.056 -0.530
10 C 1.751 -0.057 -1.534
11 H -0.137 1.997 -1.001
12 H -4.159 -1.646 0.567
13 O 2.218 1.664 1.084
14 H 1.917 -2.040 1.559
15 N 1.544 2.126 0.162
16 N -2.225 -0.726 0.710
17 C -3.776 0.149 -0.692
18 H -4.642 0.404 -1.306
19 C -1.520 0.243 0.259
20 C 0.514 -0.407 1.496
21 H 1.164 0.230 2.061
22 C -3.498 -0.800 0.225
23 S 2.803 -0.825 -0.315
24 C 1.333 -1.441 0.717



Most stable: a (next structure +63.7 kcal/mol)



a.
This record from OMol25 describes CH5FOSi in the gas phase. The level of theory is ωB97M-V/def2-TZVPD.

## Properties
Kohn-Sham gap = 11.31 eV
structure (SMILES) = O[SiH2]CF

CARTESIAN COORDINATES (ANGSTROEM)
1 O 1.439 1.209 0.288
2 Si 0.699 -0.045 -0.387
3 H 0.620 0.049 -1.946
4 H -1.807 -0.903 0.697
5 H 1.285 2.152 -0.040
6 F -1.989 0.918 -0.218
7 H 1.758 -0.984 -0.156
8 H -1.065 0.527 1.355
9 C -1.188 -0.023 0.398



b.
This record from OMol25 describes 2 unconnected molecules or ions with the total composition CH5FOSi. The level of theory is ωB97M-V/def2-TZVPD.

## Properties
Kohn-Sham gap (alpha / beta) = 9.06 / 7.26 eV

CARTESIAN COORDINATES (ANGSTROEM)
1 H -1.340 -0.914 0.283
2 F 0.740 1.743 0.117
3 H -0.638 1.362 1.796
4 H -0.470 0.083 -2.306
5 H 0.882 -1.801 -0.207
6 H 1.185 0.853 1.890
7 O -0.294 -0.866 -2.153
8 Si -0.447 -1.528 -0.709
9 C 0.384 1.068 1.289



Most stable: a (next structure +76.2 kcal/mol)